The following is a DFT calculation (the ωB97M-V functional and the def2-TZVPD basis) of one molecule with the formula C18H27N3O2.

```
50
Properties=species:S:1:pos:R:3:forces:R:3
O 1.748 -1.553 5.977 0.85 0.47 1.22
O 0.196 -2.777 4.119 -0.48 -0.83 0.85
N -0.172 -0.777 -0.705 -0.21 -0.75 -0.57
N -1.968 0.528 -0.660 -0.93 0.92 -0.23
N -1.005 1.123 0.078 2.08 -0.70 -0.33
C -0.866 2.433 2.175 0.40 -0.72 -1.03
C -2.546 3.088 0.454 -0.60 -1.25 0.09
C 2.290 0.575 3.062 0.13 0.43 -0.25
C -2.253 -1.617 -1.951 1.55 0.50 -0.26
C 1.646 -1.017 4.727 0.79 0.51 -0.45
C -1.347 -2.430 -2.929 0.58 0.50 0.94
C -0.206 3.579 0.008 0.87 -0.24 -0.10
C 0.121 0.260 0.011 0.14 1.44 1.03
C 2.355 0.114 4.358 0.30 0.08 0.31
C 0.829 -1.230 2.462 -0.49 -1.14 1.10
C 1.512 -0.093 2.139 0.13 0.19 -1.15
C 1.389 -1.566 -5.568 -0.62 0.69 0.76
C 0.683 -2.337 -4.426 -0.68 0.96 -1.23
C -1.125 2.521 0.638 -0.60 0.66 1.30
C 0.891 -1.693 3.775 0.18 0.94 -0.51
C 1.500 0.389 0.714 -1.50 1.41 -0.35
C -1.464 -0.583 -1.119 0.05 -0.66 -0.11
C -0.593 -1.582 -3.975 0.48 -0.62 0.54
H -2.674 4.067 0.947 0.41 -0.46 -0.17
H -3.251 2.377 0.944 0.15 0.54 -0.65
H -1.241 -1.362 -4.831 0.07 -0.08 0.05
H -1.104 3.349 2.665 -0.38 0.82 0.23
H 0.176 2.231 2.420 0.05 -0.17 -0.16
H -2.764 3.195 -0.620 -0.18 -0.14 0.44
H -1.931 -3.154 -3.475 -0.46 -0.31 0.00
H -2.710 -2.301 -1.243 -0.41 -0.06 -0.06
H -0.599 4.614 0.213 0.47 -1.11 0.00
H 0.716 -1.438 -6.432 0.21 0.00 0.33
H -0.204 3.446 -1.093 0.28 0.11 0.57
H 2.844 1.449 2.710 -0.10 -0.21 0.40
H 0.822 3.467 0.456 -0.82 0.36 -0.82
H 3.003 0.606 5.085 -0.19 -0.06 -0.07
H 2.464 -1.073 6.483 -1.31 -0.83 -0.86
H 2.242 -0.150 0.141 -0.04 -0.12 -0.36
H -2.978 -1.086 -2.557 -0.44 0.08 0.27
H 0.239 -1.840 1.772 0.23 0.50 0.01
H 1.692 -0.558 -5.202 -0.24 -0.55 -0.32
H 0.238 -2.804 5.087 -0.14 -0.48 -0.15
H 1.775 1.458 0.735 0.06 -0.41 -0.22
H 2.277 -2.056 -5.910 0.58 -0.40 -0.21
H 1.335 -2.459 -3.576 0.26 -0.09 0.30
H 0.403 -3.323 -4.803 0.01 -0.11 0.15
H -0.625 -3.021 -2.314 -0.35 0.52 -0.46
H -1.469 1.632 2.586 -0.14 -0.11 0.17
H -0.291 -0.619 -3.551 -0.02 -0.04 0.04
```
Forces are in eV/Å.

The value obtained for the LUMO energy is 0.520 eV. The SMILES is CCCCCc1nc(Cc2ccc(O)c(O)c2)n(C(C)(C)C)n1. The relative energy (zero: lowest compared OMol25 entry of this formula, charge and spin) is 56.8 kcal/mol. The calculation puts the gap between HOMO and LUMO at 8.802 eV.



The following is a DFT calculation (the ωB97M-V functional and the def2-TZVPD basis) of C18H27N3O2S as an isolated structure.

```
51
Properties=species:S:1:pos:R:3:forces:R:3
S 0.705 6.384 0.305 0.86 -0.24 0.46
O -1.249 -4.975 2.000 3.36 -4.90 -0.53
O -2.058 3.437 -0.172 -0.03 8.44 -4.73
N 0.720 -2.540 -0.666 5.73 -9.41 4.68
N 0.088 -0.306 0.844 -0.39 3.65 -7.65
N -0.025 3.409 0.755 -0.46 1.00 -2.34
C -1.427 6.229 -0.735 -10.65 2.74 -7.77
C 2.139 -3.184 -0.809 0.16 -3.18 1.62
C 0.622 -1.424 -1.287 -2.21 7.02 -5.85
C -0.639 5.440 -0.150 2.73 2.04 0.81
C 0.009 7.726 -0.444 -0.56 1.29 -0.32
C 3.340 -2.319 -0.528 2.55 -5.17 7.75
C -1.817 2.304 0.196 -3.32 -8.18 2.20
C 0.912 -0.081 -0.521 -18.82 -0.53 -3.52
C 0.033 0.950 1.411 2.45 3.68 5.01
C 0.450 -1.452 1.404 2.96 0.30 10.99
C -0.798 4.124 -0.068 -0.35 -5.78 4.79
C 0.279 -2.709 0.800 -3.69 2.74 -6.87
C -0.710 2.259 0.859 5.40 -5.15 1.81
C 2.378 -3.798 -2.337 -5.70 -1.97 3.97
C -1.200 -3.053 0.732 1.01 8.39 -15.68
C -2.803 1.171 0.026 -2.93 0.30 -3.34
C -1.221 7.582 -1.052 4.88 -2.54 3.71
C -1.595 -3.749 1.679 -12.07 -3.98 13.46
H -2.057 -2.110 0.303 2.92 -2.13 2.30
H 2.318 -4.041 0.101 -1.23 1.74 -2.84
H -1.419 -3.521 -0.351 0.98 -0.03 2.08
H -2.486 0.168 0.206 1.22 -0.32 0.15
H -0.461 -1.529 -1.608 0.60 1.87 -0.44
H 2.176 -2.964 -2.882 1.01 2.30 -2.34
H 1.544 -1.405 1.925 -1.42 0.05 -1.26
H 0.485 8.612 -0.210 1.14 1.85 -0.01
H 3.464 -1.813 0.560 -1.10 -1.20 -2.10
H -1.541 -3.164 2.727 0.01 -0.96 -1.93
H 1.246 1.416 1.713 -2.98 -1.16 -1.10
H -0.322 0.873 2.476 0.02 -0.32 -0.73
H 3.218 -4.440 -2.372 0.86 -0.08 -0.56
H 4.344 -2.990 -0.427 -2.27 1.62 -1.20
H 0.705 -3.553 1.093 2.45 -2.90 2.03
H -1.815 8.280 -1.491 -1.53 1.60 -1.13
H -2.449 5.973 -1.402 2.48 -0.73 2.34
H -3.756 1.177 0.616 0.80 0.86 -0.25
H 1.268 -1.364 -2.287 -1.38 -0.35 1.89
H -2.961 -3.951 1.647 3.08 1.43 -0.22
H 3.332 -1.582 -1.114 0.99 5.86 -5.18
H 1.309 -4.369 -2.638 2.98 0.77 1.06
H 1.746 -0.092 -0.327 15.65 0.93 3.76
H 0.413 0.892 -1.094 1.73 -2.67 1.59
H -1.035 -5.567 1.226 -0.45 1.11 0.92
H -0.158 -1.481 2.522 1.20 -0.06 -2.61
H -3.241 1.119 -1.155 1.32 0.37 3.07
```
Forces are in eV/Å.

The value obtained for the LUMO energy is 0.358 eV. The relative energy (zero: lowest compared OMol25 entry of this formula, charge and spin) is 466.4 kcal/mol. The calculation puts the gap between HOMO and LUMO at 8.249 eV.



Quick rundown of E_HOMO, same order as above: -8.28 -7.89 eV
Quick rundown of energy, same order as above: -1016.836009 -1414.369169 hartree